No. 1
13
Properties=species:S:1:pos:R:3 method="wB97M-V/def2-TZVPD" smiles=C[C@H]1CCO1 relative_energy_kcal_mol=25.2 total_charge=0 multiplicity=1 homo_energy_ha=-0.35189 largest_force_ev_per_a=0.359
C -0.2712 1.2574 1.0251
C -0.1959 -0.2130 0.6604
C -0.5529 -0.4905 -0.8092
C 0.9180 -0.9165 -0.9378
O 1.1560 -0.6776 0.4576
H 0.3062 1.4721 1.9272
H 0.1182 1.8874 0.2150
H -1.3123 1.5591 1.1962
H -0.6990 -0.8301 1.4190
H -1.3022 -1.2518 -1.0408
H -0.8092 0.4391 -1.3169
H 1.5384 -0.2738 -1.5755
H 1.1058 -1.9618 -1.2203

---

No. 2
21
Properties=species:S:1:pos:R:3 method="wB97M-V/def2-TZVPD" relative_energy_kcal_mol=22.5 total_charge=+1 multiplicity=1 homo_energy_ha=-0.46091 largest_force_ev_per_a=4.798
C -2.3029 -0.6132 0.7686
C -3.7286 1.0353 -0.2369
C 2.8424 -0.2433 -1.5332
C 2.8979 -0.5347 -0.1032
N -2.6863 0.6067 0.2324
N -4.3946 1.5413 -1.0993
N -1.1701 -1.0103 1.2030
N -0.0285 1.1719 0.7773
N 2.0498 -1.2553 0.5732
N 0.0554 -0.1593 1.2775
Cl -3.5834 -1.7423 0.0783
H 3.0612 0.7411 -1.6937
H 3.7111 -0.6498 -1.9917
H 1.8623 -0.4579 -2.0821
H -0.8770 1.6856 1.1816
H 3.7758 -0.1817 0.2842
H -4.9645 2.3456 -1.2037
H 2.0799 -1.5231 1.5052
H -0.1139 1.1589 -0.2223
H 1.3333 -1.7845 0.0288
H 0.1807 -0.1309 2.2559

---

No. 3
57
Properties=species:S:1:pos:R:3 method="wB97M-V/def2-TZVPD" relative_energy_kcal_mol=84.7 total_charge=+2 multiplicity=1 homo_energy_ha="-0.48090 / -0.48113" largest_force_ev_per_a=2.430
Pt -0.1983 -0.1298 0.1265
O 1.5548 -1.3929 -0.4919
C 2.7742 -1.0932 -0.3038
C 3.7071 -1.2695 -1.3720
C 5.0518 -1.1017 -1.1778
C 5.5525 -0.7384 0.0778
C 4.6791 -0.5022 1.1232
C 3.2991 -0.6422 0.9600
C 2.4133 -0.3768 2.0488
N 1.1393 -0.3008 1.9670
C 0.3197 -0.1220 3.1342
C -0.5832 1.1189 2.9807
N -0.6887 1.5249 1.6023
C -0.7884 2.7657 1.2958
C -0.9911 3.2899 -0.0173
C -0.7789 4.6436 -0.2862
C -0.9972 5.1679 -1.5472
C -1.4389 4.3325 -2.5807
C -1.6430 2.9965 -2.3625
C -1.4493 2.4149 -1.0706
O -1.7208 1.1892 -0.8865
H 3.3062 -1.5728 -2.3268
H 5.7285 -1.2480 -2.0062
H 6.6169 -0.6376 0.2214
H 5.0603 -0.1953 2.0872
H 2.8876 -0.2354 3.0223
H 0.9341 -0.0306 4.0402
H -0.2956 -1.0242 3.2310
H -0.2018 1.9445 3.5943
H -1.5917 0.8843 3.3364
H -0.7355 3.5069 2.0979
H -0.4191 5.2810 0.5083
H -0.8254 6.2151 -1.7358
H -1.6168 4.7463 -3.5606
H -1.9836 2.3424 -3.1503
C -3.4268 -4.4488 0.4938
N -2.9197 -3.9427 -0.7517
C -3.0892 -4.5066 -1.9826
C -2.4258 -3.7439 -2.8754
N -1.8342 -2.6873 -2.1970
C -2.1650 -2.8294 -0.8725
S -1.8675 -1.9167 0.5266
C -1.0186 -1.7353 -2.8302
C -0.8120 -1.8130 -4.2137
C -0.0054 -0.8836 -4.8367
C 0.5973 0.1093 -4.0758
C 0.3552 0.1092 -2.7178
N -0.4315 -0.7810 -2.1175
H -4.0086 -5.3479 0.3078
H -4.0558 -3.7019 0.9811
H -2.5984 -4.6852 1.1655
H -3.6661 -5.3945 -2.1414
H -2.3462 -3.8897 -3.9293
H -1.2660 -2.5806 -4.8129
H 0.1578 -0.9419 -5.9020
H 1.2303 0.8553 -4.5249
H 0.8156 0.8565 -2.0731

---

No. 4
11
Properties=species:S:1:pos:R:3 method="wB97M-V/def2-TZVPD" smiles=CCC(F)(F)F relative_energy_kcal_mol=1.8 total_charge=0 multiplicity=1 homo_energy_ha=-0.45896 largest_force_ev_per_a=2.316
C 1.3346 -0.1021 -0.0042
C -0.0957 -0.2113 -0.5662
C -1.1416 0.2219 0.3888
H 1.6938 0.9522 0.0411
H 1.9197 -0.6551 -0.7419
H 1.2763 -0.4761 0.9861
H -0.3315 0.4461 -1.4575
H -0.3377 -1.2558 -0.8057
F -0.9808 1.4968 0.6349
F -0.9780 -0.4442 1.5770
F -2.3590 0.0277 -0.0523

---

No. 5
10
Properties=species:S:1:pos:R:3 method="wB97M-V/def2-TZVPD" relative_energy_kcal_mol=19.9 total_charge=0 multiplicity=1 homo_energy_ha=-0.30362 largest_force_ev_per_a=1.935
C 0.4288 -0.0851 0.1562
H 1.7480 -1.4683 -1.8146
H -2.1208 1.5943 0.6120
H -0.6933 -0.0538 1.9599
N 1.5780 -0.5418 0.4209
N -0.1968 0.0271 -1.1431
N -1.3048 0.5548 -0.9277
N -1.5840 0.7436 0.3524
N -0.4509 0.5352 1.1246
S 2.5956 -1.3060 -0.7406

---

No. 6
9
Properties=species:S:1:pos:R:3 method="wB97M-V/def2-TZVPD" relative_energy_kcal_mol=131.8 total_charge=0 multiplicity=1 homo_energy_ha=-0.29046 largest_force_ev_per_a=0.799
O -1.8944 -0.3455 -0.0085
C -0.5536 -0.1626 0.1271
N 0.3700 -0.9031 -0.3102
C 1.5524 -0.7164 -0.7640
N 0.9567 1.6454 0.0494
N -0.1005 1.2117 0.4551
H -1.9984 -1.1686 -0.5130
H 2.3494 -1.2527 -0.2008
H -0.6816 1.6917 1.1649

---

No. 7
7
Properties=species:S:1:pos:R:3 method="wB97M-V/def2-TZVPD" relative_energy_kcal_mol=7.7 total_charge=0 multiplicity=3 homo_energy_ha="-0.29136 / -0.34821" largest_force_ev_per_a=2.345
C -0.6851 -0.4195 0.0384
P 0.0194 0.3421 -1.4652
I 1.1520 2.0989 -0.3984
H -1.7789 -0.3078 -0.0940
H -0.4086 0.1810 0.8633
H -0.4554 -1.5263 0.0035
H 2.1566 -0.3685 1.0524

---

No. 8
19
Properties=species:S:1:pos:R:3 method="wB97M-V/def2-TZVPD" relative_energy_kcal_mol=76.1 total_charge=0 multiplicity=1 homo_energy_ha=-0.30452 largest_force_ev_per_a=4.207
C 1.7817 -0.6681 0.2329
C 1.2420 0.5159 0.6042
O 1.3113 0.9798 1.8708
C 0.3695 1.3454 -0.2736
C -1.0924 0.9226 0.0354
C -1.3853 -0.5574 0.1919
C -0.9957 -1.1954 -1.1245
H 2.2844 -0.7105 -0.7215
H 0.2321 -1.5242 -0.6631
H 2.1512 -1.3511 0.9933
H 1.7931 0.3217 2.3914
H 0.4822 2.4188 -0.0808
H 0.5973 1.1526 -1.3282
H -1.4715 1.5190 0.8771
H -1.6475 0.9956 -0.9257
H -2.4375 -0.6496 0.4907
H -0.8163 -1.1282 0.9329
H -1.8413 -1.7714 -1.5908
H -0.5571 -0.6155 -1.9124

---

No. 9
13
Properties=species:S:1:pos:R:3 method="wB97M-V/def2-TZVPD" relative_energy_kcal_mol=73.7 total_charge=0 multiplicity=1 homo_energy_ha=-0.25405 largest_force_ev_per_a=3.144
C -0.7872 0.1088 -0.0975
C -1.2616 -1.0012 0.5459
C 0.5883 1.9357 -0.9563
N -0.5528 1.1705 -0.5295
S 1.5640 -1.9586 1.7069
S 2.2134 -0.5343 0.4426
H -0.2219 -1.4993 0.9212
H -1.8004 -1.8263 0.1069
H -1.8205 -0.8455 1.4703
H 1.2634 1.9165 -0.1480
H 0.4825 2.9732 -1.3258
H 1.1655 1.3433 -1.7121
H 1.5599 -3.2155 1.1727

---

No. 10
11
Properties=species:S:1:pos:R:3 method="wB97M-V/def2-TZVPD" smiles="C=C(Br)C(=O)C(F)(F)F" relative_energy_kcal_mol=1.1 total_charge=0 multiplicity=1 homo_energy_ha=-0.36945 largest_force_ev_per_a=4.828
C -0.0946 -0.2725 -0.2225
C 1.2311 -0.4655 -0.0175
C 2.1956 0.6829 -0.3583
C 3.8543 0.9456 0.0344
O 1.7680 1.6113 -0.9485
F 3.8285 1.9687 0.8280
F 4.4950 1.0982 -1.0945
F 4.4049 -0.0270 0.7411
Br 1.8795 -2.1691 0.3977
H -0.5531 0.7436 -0.4909
H -0.8322 -1.1730 0.0763

---

No. 11
16
Properties=species:S:1:pos:R:3 method="wB97M-V/def2-TZVPD" relative_energy_kcal_mol=68.1 total_charge=+1 multiplicity=1 homo_energy_ha=-0.46593 largest_force_ev_per_a=3.731
C -1.9951 -1.5027 -0.1294
C -0.8682 -0.8814 0.3149
C -3.1361 -0.7369 -0.2414
C -1.0387 0.5878 0.3793
C 2.0977 0.8467 -0.2315
C -0.0249 1.4494 0.4969
N 3.0482 -0.0158 0.0813
S -2.8097 0.8583 0.1975
H -1.9731 -2.5076 -0.4712
H 0.1564 -1.1851 0.3612
H -4.0938 -1.1157 -0.6534
H 1.7584 0.6110 -1.2268
H 2.4167 1.9426 -0.0781
H -0.0994 2.5025 0.6579
H 3.0843 -0.9274 -0.4688
H 3.4772 0.0742 1.0116

---

No. 12
48
Properties=species:S:1:pos:R:3 method="wB97M-V/def2-TZVPD" relative_energy_kcal_mol=0.0 total_charge=-1 multiplicity=1 homo_energy_ha=-0.26317 largest_force_ev_per_a=8.691
Na 0.6859 -0.3422 -2.6598
Na -0.8791 2.0965 3.9439
Na -1.0697 -1.5121 -0.3957
N 0.4382 0.1146 -0.1928
S 1.9155 -0.0082 0.7137
O 1.8168 -0.1524 2.1352
O 3.0592 0.7138 0.2164
F 2.1422 -1.4800 0.1779
S 0.0776 1.5547 0.2086
O 0.7593 2.4880 -0.6280
O -0.1195 1.8074 1.6013
F -1.4086 1.4769 -0.3669
N -2.2206 -1.5757 1.9315
S -1.2897 -1.5669 3.3635
O -1.8610 -2.4049 4.3703
O -0.6554 -0.3742 3.8726
F -0.0397 -2.3825 2.7921
S -3.2495 -0.5950 2.4704
O -2.8066 0.7702 2.4915
O -4.1719 -1.0202 3.4812
F -4.2063 -0.6156 1.2059
N -4.6597 2.9115 -3.9216
S -4.7986 4.1875 -5.0147
O -3.9709 4.1258 -6.1865
O -5.1045 5.4737 -4.4659
F -6.2266 3.6775 -5.5381
S -3.3618 3.4222 -3.3021
O -3.5013 4.3481 -2.1956
O -2.1682 3.5239 -4.1133
F -3.0401 2.0673 -2.4641
N 2.3427 -4.9149 2.1514
S 3.0894 -4.8782 0.8370
O 2.5826 -4.1460 -0.3227
O 3.8522 -6.0512 0.5531
F 4.2358 -3.7797 1.2239
S 0.9699 -5.5264 1.3842
O 1.0123 -6.8308 0.7773
O 0.0048 -4.5675 0.8827
F 0.2549 -5.7625 2.8254
O 2.2544 4.7452 -2.8928
H 2.4650 3.8676 -2.5337
H 2.3663 5.3442 -2.1504
O 3.6466 2.4193 -2.0681
H 3.3407 1.6670 -2.5817
H 3.7546 2.0724 -1.1755
O 4.2694 -1.7002 3.2055
H 4.3042 -0.7591 3.4043
H 5.1690 -1.9288 2.9490

---

No. 13
17
Properties=species:S:1:pos:R:3 method="wB97M-V/def2-TZVPD" relative_energy_kcal_mol=85.4 total_charge=+1 multiplicity=3 homo_energy_ha="-0.37664 / -0.46595" largest_force_ev_per_a=5.304
C 0.1094 0.2160 -0.4789
C -1.4100 -1.6177 0.1167
C -1.3237 -0.2452 -0.4487
N 1.0959 -0.2387 0.7805
N 0.4793 1.1939 -1.2978
N 2.3464 0.4023 0.5213
S -2.0048 0.9506 0.8698
H -2.3179 -1.7820 0.6211
H -1.5669 -2.4417 -0.6229
H -0.6840 -1.6462 0.8939
H -1.7711 -0.1694 -1.3490
H -0.0451 1.6487 -1.9947
H 1.1505 1.9164 -0.9844
H 2.8962 0.4857 1.4811
H 2.1263 1.3568 0.2443
H 3.0298 -0.0667 -0.2158
H -2.1102 0.0372 1.8634

---

No. 14
120
Properties=species:S:1:pos:R:3 method="wB97M-V/def2-TZVPD" relative_energy_kcal_mol=166.2 total_charge=-1 multiplicity=2 homo_energy_ha="-0.01249 / -0.28610" largest_force_ev_per_a=5.462
H -2.0069 5.0336 2.7876
H -2.6437 4.9356 3.8829
O -1.6796 4.6445 3.6718
H 1.9672 0.6112 -1.5519
H 3.0515 -0.3830 -1.2433
O 2.1332 -0.4037 -1.6799
H 3.1000 -2.3667 -5.1593
H 1.6678 -2.6197 -4.4400
O 2.1710 -2.6575 -5.2969
H 2.6525 -1.1005 4.0203
H 2.1783 -1.8065 5.4904
O 2.6765 -1.8413 4.6689
H 3.0918 -3.5232 -3.7248
H 2.7365 -4.8986 -3.7242
O 2.2704 -4.1250 -3.4851
H -6.9211 1.0018 0.9029
O -6.4110 0.2584 1.1065
H 1.5770 2.6674 0.0765
O 1.3635 2.5424 0.9639
H 4.5439 -2.3616 4.1299
H 4.2720 -2.9338 2.7536
O 4.7955 -2.9790 3.5223
H 3.3485 -0.9305 1.2979
H 4.2371 -0.4557 2.3403
O 4.2701 -0.6806 1.4049
H -3.0648 4.9533 -2.0262
H -1.5019 4.8912 -2.2544
O -2.3017 5.3025 -2.5356
H 1.7502 -0.9415 -6.4272
H 0.7451 0.0911 -6.2515
O 1.6909 0.0846 -6.3931
H 3.0226 -1.1879 -3.3633
O 3.7636 -1.7737 -3.4968
H -3.9721 -1.0974 1.1710
H -3.6044 -2.2079 0.0242
O -3.5015 -1.3102 0.3104
H -1.9758 -1.7880 2.2465
H -2.1354 -2.1277 0.8803
O -1.4313 -2.0511 1.5764
H 4.4686 -4.5676 0.8102
H 4.3398 -3.0155 0.3436
O 4.3193 -3.9427 0.1385
H -5.4660 -1.2602 -2.7760
H -4.6486 -1.0497 -3.9673
O -5.5789 -1.0575 -3.7647
H -0.7028 -0.8682 -5.6420
H -1.8808 -1.7224 -5.1953
O -1.0784 -1.2928 -4.8720
H -0.9444 1.2701 6.5183
H -0.0380 1.1840 5.3014
O -0.1553 1.5059 6.1831
H -2.7778 -4.6235 -1.5796
O -3.4238 -4.4407 -0.8875
H -0.3426 -1.9482 4.3443
H -1.5751 -2.7229 4.8467
O -1.1519 -1.8678 4.8413
H 1.4098 -2.8679 2.7600
O 0.4717 -2.7574 2.8635
H -3.1247 2.6322 3.4224
H -3.5196 1.4078 2.9998
O -3.6624 1.9448 3.8412
H -0.3740 2.2080 -0.6383
H -1.1259 3.2402 -1.4638
O -1.2213 2.6373 -0.7295
H 4.3505 0.9796 4.5778
H 3.1112 1.4329 5.3677
O 3.3995 1.0853 4.5121
H 0.2520 2.5684 -3.3413
H 0.9953 1.1992 -3.4013
O 1.0149 2.0912 -2.9787
H -1.5987 -0.0406 0.6927
H -0.3759 -0.5052 0.2298
O -0.9723 0.1250 -0.0558
H 0.1358 -4.1079 -2.8297
H 0.1151 -2.9165 -1.9437
O 0.0427 -3.9000 -1.9231
H 3.3689 -1.6890 -0.4520
H 4.7826 -0.8482 -0.4174
O 4.2318 -1.3969 -0.9468
H -2.9690 -1.2944 3.9580
H -3.7372 -0.1109 3.2741
O -3.7032 -1.0263 3.3114
H 3.3613 4.5977 -1.7648
H 2.0899 3.8571 -1.3049
O 2.7390 4.5413 -1.0904
H -4.5780 3.7425 -0.7922
H -3.3086 4.4622 -0.2332
O -4.0495 4.6195 -0.7656
H 1.1050 -1.9224 0.9507
O 1.4341 -1.2291 0.3309
H 2.2846 -4.0492 -0.4396
H 0.7858 -4.2467 -0.1413
O 1.7122 -4.3309 0.2666
H -3.3098 -5.3155 -0.4095
H -6.5778 -0.1621 0.2173
H -0.0973 -3.1921 2.2681
H 1.5782 3.4176 1.3782
H 4.0303 -2.2527 -2.6265
H 1.0875 -1.4573 -0.6072
O -0.8388 5.6329 0.6789
H -0.0771 5.6027 1.2803
H -0.4800 5.9922 -0.1764
O 0.9193 4.8881 3.3609
H 0.1585 5.3493 3.6224
H 1.7711 5.3356 3.4766
O 2.1981 -0.2536 2.5594
H 2.6146 0.6070 2.4356
H 1.2920 -0.2047 2.1744
O -0.9504 1.4281 -5.2281
H -1.4769 2.1275 -4.7022
H -1.2288 1.7453 -6.0501
O -2.7637 2.6750 1.1930
H -2.4673 1.9983 0.5551
H -2.1812 3.3498 1.0644
O -1.4449 -1.9789 -2.2879
H -1.7124 -2.1480 -1.3245
H -1.6878 -2.7265 -2.8074
O -1.1812 1.3408 -2.6822
H -1.3223 0.6121 -3.3072
H -1.0477 0.8208 -1.9014

---

No. 15
12
Properties=species:S:1:pos:R:3 method="wB97M-V/def2-TZVPD" relative_energy_kcal_mol=105.7 total_charge=0 multiplicity=1 homo_energy_ha=-0.31894 largest_force_ev_per_a=2.049
O -1.1031 -0.2837 -1.8433
C -0.9976 0.6917 -0.9564
C 0.1585 0.6107 -0.0591
C -0.2751 0.0139 1.3043
O 0.6330 -1.0795 1.1486
C 1.1365 -0.5587 -0.0923
H -1.9290 0.1771 -2.0942
H 0.5613 1.6249 0.0008
H -0.0406 0.6441 2.1697
H -1.3208 -0.3162 1.3738
H 0.9868 -1.2553 -0.9251
H 2.1902 -0.2691 -0.0268